Computed, not measured: C29H41N9O4Sc as an isolated structure, with the ωB97M-V functional and the def2-TZVPD basis.

Cartesian coordinates (Å):
Sc 0.468 -0.411 0.005
O -0.237 -2.211 -4.060
O -0.327 -1.621 -1.533
O 1.065 -1.692 1.442
O -1.228 0.947 -0.553
N -2.338 -1.727 -0.466
N -1.811 1.123 3.928
N 2.422 0.623 2.188
N 0.890 0.580 -2.409
N -3.248 1.643 0.184
N 2.646 -1.015 -0.797
N 1.102 2.318 0.289
N -1.472 1.150 1.671
N -1.452 -1.517 0.580
C 1.327 3.041 -2.106
C -2.311 -1.925 -2.860
C -1.372 -2.380 4.099
C -4.377 -1.999 -4.121
C 0.531 -2.022 2.597
C 1.357 -2.382 3.682
C 3.164 -0.124 -1.852
C -3.630 1.792 2.507
C -2.266 -2.222 -5.261
C 0.707 3.292 -0.741
C 3.746 -1.439 0.106
C -1.589 -2.114 -4.048
C -4.060 1.915 1.234
C 2.464 2.075 2.287
C -3.725 1.628 -1.198
C 0.841 -2.659 4.930
C 4.401 -0.323 0.913
C -0.873 -2.064 2.828
C 2.372 2.705 0.915
C -1.951 1.239 0.418
C -2.291 1.348 2.700
C -0.534 -2.638 5.160
C -1.637 -1.764 -1.561
C 3.741 -0.016 2.250
C -1.788 -2.001 1.713
C -3.642 -2.160 -5.296
C 2.134 0.019 -2.948
C 0.617 1.946 -2.883
C -3.711 -1.887 -2.921
H -4.154 -2.252 -6.245
H 4.519 -1.908 -0.512
H 1.516 -2.921 5.735
H -4.255 -1.779 -1.993
H 4.527 0.580 0.312
H -0.942 0.622 4.023
H -2.448 -2.437 4.230
H -1.680 -2.366 -6.159
H 2.420 -2.468 3.509
H -5.458 -1.972 -4.151
H -3.161 2.343 -1.795
H -4.778 1.893 -1.211
H 3.361 0.853 -1.411
H 0.041 -2.160 -3.123
H 3.362 2.429 2.808
H 5.416 -0.655 1.145
H -3.585 0.632 -1.616
H -4.288 1.994 3.338
H -0.379 3.258 -0.844
H -0.932 -2.872 6.138
H -5.066 2.225 0.986
H 4.107 -0.509 -2.256
H 0.874 2.028 -3.945
H 3.206 2.384 0.287
H 3.632 -0.959 2.778
H 2.445 3.795 1.016
H 4.431 0.596 2.845
H 0.965 4.304 -0.407
H 1.871 0.246 2.948
H -2.409 1.191 4.732
H 0.399 2.362 1.024
H 1.252 3.963 -2.686
H 2.362 -1.877 -1.266
H 1.931 -0.964 -3.382
H 2.396 2.830 -2.015
H -2.767 -2.471 1.818
H 1.602 2.418 2.870
H 0.128 0.011 -2.755
H 3.344 -2.196 0.778
H 2.531 0.637 -3.759
H -0.460 2.105 -2.801

## Properties
Orbital gap = 7.762 eV
E = -2684.224877 a.u.
Spin multiplicity = 1
Max |F| = 0.009 Eh/bohr
Total charge = +1
HOMO = -10.1 eV
Relative energy (zero: lowest compared OMol25 entry of this formula, charge and spin) = 24.2 kcal per mole